27
Properties=species:S:1:pos:R:3:forces:R:3 method="wB97M-V/def2-TZVPD" homo_energy_ev=-13.4 orbital_gap_ev=9.29 charge=+1 lumo_ev=-4.1 spin_multiplicity=1 relative_energy_kcal_mol=72.6
N -1.981 0.298 -0.202 1.2596 2.2916 -2.3340
C -0.569 0.111 0.063 1.4666 2.3215 -0.2550
C -0.066 -1.336 -0.075 -0.1983 3.5982 -2.1410
C 1.437 -1.476 -0.269 0.2575 -1.8060 3.9318
C 1.194 -1.956 -1.606 3.9571 -1.6585 -5.7776
C -0.278 -1.838 -1.569 -0.0488 -0.5795 2.8033
N 0.150 1.198 -1.138 -0.4766 -1.9690 2.2028
C 1.114 1.928 -0.704 -3.0449 0.2075 0.2620
N 1.609 1.926 0.586 2.4995 0.2259 -0.5805
C 1.102 1.369 1.566 -2.7226 -0.4296 -0.3394
C -0.365 0.807 1.496 1.6279 -1.6662 0.7462
N -1.456 1.778 1.690 -0.6312 2.9115 0.5708
H -2.061 0.598 -1.193 -0.0234 -0.0697 0.7366
H -2.460 -0.539 -0.162 -1.3723 -2.1951 0.4656
H -0.491 -1.871 0.692 -1.1091 -1.5566 1.7156
H 1.883 -2.192 0.477 -0.3960 0.3442 -0.8460
H 1.995 -0.609 -0.117 0.8740 1.5655 -0.1845
H 1.705 -1.249 -2.395 -1.0147 -1.4361 1.2289
H 1.564 -3.038 -1.885 -0.5135 2.1091 0.6721
H -0.676 -1.123 -2.224 -0.9522 0.6201 -0.9083
H -0.734 -2.801 -1.493 -0.8042 -0.4236 -0.7194
H 1.423 2.786 -1.285 0.4320 -0.2513 -0.4887
H 1.690 1.220 2.430 0.3741 -0.0213 1.1804
H -0.472 0.103 2.363 0.1824 0.1266 -1.1077
H -2.021 1.494 0.745 -0.3296 -0.0848 0.7733
H -2.096 1.567 2.545 1.6283 0.7215 -1.8957
H -1.139 2.845 1.666 -0.9218 -2.8956 0.2882